Computed, not measured: a structure of composition C6H11NO2, with ωB97M-V/def2-TZVPD.

```
20
Properties=species:S:1:pos:R:3:nbo_charge:R:1
C -1.840 1.334 1.082 -0.2635
C 2.449 -0.611 -1.025 -0.6392
C -0.815 -1.907 0.145 -0.6854
C 1.300 1.041 0.523 0.5171
C 1.426 -0.008 -0.146 -0.2149
C -0.557 -0.450 -0.201 0.5766
O -0.829 0.336 1.059 -0.6157
O 1.308 2.247 0.994 -0.6259
N -0.985 0.122 -1.289 -0.8043
H 0.623 2.788 0.554 0.5083
H -1.250 -0.567 -1.985 0.3443
H -1.432 2.121 1.722 0.1696
H -2.117 1.701 0.093 0.2064
H -2.742 0.964 1.577 0.1741
H 3.398 -0.073 -1.013 0.2198
H 2.698 -1.625 -0.706 0.2223
H 2.100 -0.600 -2.061 0.2333
H -0.515 -2.135 1.167 0.2334
H -1.887 -2.105 0.082 0.2298
H -0.333 -2.573 -0.572 0.2142
```

For the calculated total energy, the calculation gives -440.26321 hartree. Its gap between HOMO and LUMO is 0.3198 hartree.